# C4H7N3O

An isolated molecule of C4H7N3O in a non-equilibrium geometry (ωB97M-V with the def2-TZVPD basis set, OMol25).

Properties
**Gap between HOMO and LUMO**: 0.3363 Eh
**E_HOMO**: -8.7 eV
**Structure (SMILES)**: [H]/N=C\N/N=C\OC=C

Geometry as XYZ:
```
15
Properties=species:S:1:pos:R:3:forces:R:3
H -3.049 1.058 0.110 0.19 -4.42 -1.18
N -3.191 -0.084 -0.165 1.28 0.46 1.10
C -2.135 -0.830 -0.005 -2.19 -1.02 0.13
N -0.856 -0.253 0.206 1.29 -1.00 3.32
N -1.018 1.111 -0.018 0.17 0.38 1.83
C 0.058 1.737 0.061 2.38 -3.09 -2.23
O 1.329 1.239 -0.116 -0.43 -3.76 0.47
C 1.475 -0.372 -0.453 2.91 3.30 1.63
C 2.554 -0.891 0.156 0.72 0.33 -0.30
H -2.129 -2.133 -0.134 -0.18 4.25 0.41
H -0.231 -0.451 1.257 -2.89 0.37 -4.05
H 0.130 2.685 -0.247 -0.33 4.09 -0.27
H 0.962 -0.692 -1.321 -0.55 -0.10 -0.31
H 3.189 -0.165 0.886 -1.66 -2.30 -1.73
H 2.913 -1.959 -0.218 -0.70 2.51 1.20
```
Forces are in eV/Å.

***

# C4H7N3O

An isolated molecule of C4H7N3O in a non-equilibrium geometry (ωB97M-V with the def2-TZVPD basis set, OMol25).

Properties
**Gap between HOMO and LUMO**: 0.3647 Eh
**E_HOMO**: -9.1 eV
**Structure (SMILES)**: CONn1ccnc1

Geometry as XYZ:
```
15
Properties=species:S:1:pos:R:3:forces:R:3
C 2.319 0.649 -0.239 -2.30 0.69 2.07
O 1.650 -0.599 -0.314 0.43 -0.57 -0.36
N 0.708 -0.801 0.747 1.26 -2.84 0.40
N -0.545 -0.327 0.408 2.26 0.22 -0.06
C -1.483 -1.055 -0.212 -0.68 -0.90 0.13
C -2.509 -0.183 -0.385 -1.69 -0.90 -1.44
N -2.152 1.100 0.015 0.74 -0.50 -0.06
C -0.898 0.982 0.476 -2.03 -0.66 -0.48
H 3.012 0.774 -0.994 1.90 -0.65 -1.29
H 2.644 0.978 0.766 0.32 -0.85 -0.34
H 1.600 1.387 -0.507 -0.87 0.99 -0.23
H 0.663 -1.927 0.713 -0.12 3.47 0.29
H -1.333 -2.136 -0.372 -0.31 0.90 0.02
H -3.462 -0.595 -0.906 1.46 1.73 1.20
H -0.214 1.753 0.804 -0.37 -0.11 0.16
```
Forces are in eV/Å.

***

# C4H7N3O2

An isolated molecule of C4H7N3O2 in a non-equilibrium geometry (ωB97M-V with the def2-TZVPD basis set, OMol25).

Properties
**Gap between HOMO and LUMO**: 0.3106 Eh
**E_HOMO**: -9.2 eV
**Structure (SMILES)**: [H]/N=C(N)\N=C(/C)C(=O)O

Geometry as XYZ:
```
16
Properties=species:S:1:pos:R:3:forces:R:3
H -1.076 -0.437 2.169 0.07 0.06 -0.10
N -1.477 -1.196 1.636 0.46 -0.41 0.26
C -0.923 -1.410 0.516 -0.93 1.27 -1.10
N -1.201 -2.287 -0.470 1.51 0.93 -0.28
N 0.030 -0.599 -0.292 1.35 0.77 1.04
C 0.429 0.602 -0.171 -0.54 -0.21 0.07
C -0.082 1.629 0.781 0.11 0.01 0.16
C 1.502 1.053 -1.159 -0.06 0.04 -0.20
O 1.721 2.212 -1.372 0.01 -0.27 0.09
O 2.173 0.066 -1.763 0.01 0.07 0.03
H -1.984 -2.905 -0.316 0.05 -0.08 -0.59
H -0.394 -1.607 -1.184 -1.99 -2.35 0.63
H 0.518 1.611 1.695 -0.03 0.03 0.03
H 0.034 2.617 0.339 0.03 -0.04 -0.03
H -1.124 1.448 1.036 0.04 -0.04 -0.01
H 1.855 -0.796 -1.445 -0.07 0.21 0.00
```
Forces are in eV/Å.

***

# C4H7N3O2S

An isolated molecule of C4H7N3O2S in a non-equilibrium geometry (ωB97M-V with the def2-TZVPD basis set, OMol25).

Properties
**Gap between HOMO and LUMO (alpha / beta)**: 0.2244 / 0.2935 Eh
**E_HOMO (alpha / beta)**: -7.0 / -8.0 eV

Geometry as XYZ:
```
17
Properties=species:S:1:pos:R:3:forces:R:3
C -1.477 0.355 1.148 1.27 -1.31 -3.11
C 1.220 -0.681 0.090 -0.46 -0.72 -0.70
C -1.352 -0.535 -0.122 0.47 2.94 -1.29
C 0.025 -0.609 -0.783 -0.99 0.61 0.93
N -0.416 1.139 1.301 1.10 1.78 0.36
N 0.481 1.563 0.356 -0.53 0.52 0.84
N 0.032 -0.373 -2.115 4.89 -0.62 1.36
O 1.136 -0.947 1.274 0.17 -0.48 0.02
O 2.426 -0.555 -0.549 1.98 -1.05 1.62
S -2.723 0.258 2.147 -0.90 -0.05 0.98
H -1.750 -1.442 0.178 -0.73 -2.03 0.31
H -2.019 -0.041 -0.893 0.41 -0.78 0.79
H -0.348 1.319 2.274 0.83 0.99 0.91
H 1.294 2.082 0.833 -1.60 -1.30 -0.32
H -0.688 -0.253 -2.739 -2.16 0.26 -0.91
H 3.171 -0.901 0.117 -2.59 1.18 -1.95
H 0.986 -0.377 -2.519 -1.16 0.06 0.16
```
Forces are in eV/Å.

***

# C4H7N3O3

A cluster of 2 separate species, C4H7N3O3 in total in a non-equilibrium geometry (ωB97M-V with the def2-TZVPD basis set, OMol25).

Properties
**Gap between HOMO and LUMO**: 0.3483 Eh
**E_HOMO**: -9.8 eV
**Structure (SMILES)**: OC1=NCCC1.O=NN=O

Geometry as XYZ:
```
17
Properties=species:S:1:pos:R:3:forces:R:3
O 0.701 -2.257 -0.223 0.92 0.54 0.23
C -0.118 -1.215 0.130 1.09 -1.27 -0.21
N -0.270 -0.873 1.341 -0.53 1.24 -1.25
C -1.380 0.103 1.269 0.36 1.37 -0.96
C -1.640 0.559 -0.205 2.77 -1.60 0.38
C -0.989 -0.630 -0.985 4.01 4.22 2.33
H 1.437 -2.374 0.433 -1.28 0.18 -0.49
H -1.366 0.947 1.938 0.65 0.15 0.43
H -2.233 -0.422 1.496 -2.11 -1.38 1.09
H -1.164 1.500 -0.475 -0.20 0.04 0.07
H -2.617 0.463 -0.525 -2.40 0.85 -0.02
H -0.453 -0.185 -1.836 -0.02 -1.05 0.05
H -1.662 -1.322 -1.174 -3.22 -3.25 -1.67
O 3.293 0.967 -1.893 0.66 -1.52 -4.15
N 3.148 1.391 -0.828 -0.27 1.20 2.68
N 2.713 1.429 0.219 -0.27 0.09 0.77
O 2.598 1.918 1.317 -0.16 0.22 0.72
```
Forces are in eV/Å.

***

# C4H7N3OS

An isolated molecule of C4H7N3OS in a non-equilibrium geometry (ωB97M-V with the def2-TZVPD basis set, OMol25).

Properties
**Gap between HOMO and LUMO**: 0.2908 Eh
**E_HOMO**: -8.7 eV
**Structure (SMILES)**: CC(C)/C(N=O)=N/N=S

Geometry as XYZ:
```
16
Properties=species:S:1:pos:R:3:forces:R:3
C 1.485 0.837 -0.622 0.90 -1.36 -2.47
C 0.358 -0.237 -0.829 0.25 1.16 0.21
C -0.837 0.404 -1.554 0.32 -2.56 1.02
C -0.063 -0.733 0.526 -0.03 -0.70 -0.65
N -0.169 -1.957 0.921 -0.47 -1.27 0.09
O -0.692 -2.157 2.057 0.46 0.98 -0.02
N -0.505 0.115 1.480 -0.73 1.83 1.63
N -0.913 -0.289 2.559 1.58 -1.52 -4.04
S -1.360 0.097 3.955 -0.91 0.52 2.34
H 1.177 1.823 -0.405 -1.12 0.97 0.44
H 2.042 0.979 -1.614 -0.44 -0.46 1.42
H 2.159 0.565 0.173 0.50 -0.32 0.02
H 0.644 -1.064 -1.492 0.48 -0.02 0.80
H -0.967 1.342 -1.182 -0.89 2.60 1.22
H -1.700 -0.238 -1.401 -0.34 0.18 -0.13
H -0.659 0.512 -2.573 0.44 -0.03 -1.89
```
Forces are in eV/Å.

***

# C4H7N3S

A cluster of 2 separate species, C4H7N3S in total in a non-equilibrium geometry (ωB97M-V with the def2-TZVPD basis set, OMol25).

Properties
**Gap between HOMO and LUMO**: 0.2420 Eh
**E_HOMO**: -8.3 eV

Geometry as XYZ:
```
15
Properties=species:S:1:pos:R:3:forces:R:3
C 2.296 1.059 -0.674 1.36 -0.70 0.37
C 2.419 -0.260 -0.227 -0.71 2.01 1.03
C -1.568 -1.213 0.221 0.04 -2.63 -1.09
C -1.859 0.072 0.791 0.61 1.31 -4.15
N 1.192 1.584 -0.150 -0.54 1.42 -1.72
N 1.379 -0.416 0.613 -0.84 -2.28 -0.86
N 0.618 0.629 0.481 -1.01 -0.59 2.07
S -2.471 1.394 -0.184 0.53 -0.55 1.10
H 3.085 1.612 -1.129 -0.06 0.54 -0.59
H 3.257 -0.901 -0.267 0.43 -0.72 -0.12
H -2.207 -2.093 0.674 1.28 1.80 -0.53
H -0.463 -1.412 0.391 -0.73 -0.08 0.31
H -1.684 -1.263 -0.897 -0.05 0.21 1.11
H -1.931 0.118 1.818 -0.25 0.75 2.13
H -2.063 1.090 -1.461 -0.07 -0.47 0.95
```
Forces are in eV/Å.

***

# C4H7N3S

An isolated molecule of C4H7N3S in a non-equilibrium geometry (ωB97M-V with the def2-TZVPD basis set, OMol25).

Properties
**Gap between HOMO and LUMO**: 0.3379 Eh
**E_HOMO**: -8.6 eV
**Structure (SMILES)**: [H]/N=C/NN1CCC1=S

Geometry as XYZ:
```
15
Properties=species:S:1:pos:R:3:forces:R:3
H -3.689 1.232 0.680 -0.34 -0.10 -0.06
N -3.125 0.938 -0.112 0.70 -0.80 1.14
C -2.150 0.244 0.333 0.52 1.35 -3.69
N -1.170 -0.202 -0.600 0.03 -0.44 0.22
N 0.146 -0.176 -0.234 1.38 0.79 0.61
C 1.147 -1.257 -0.144 -0.01 -1.26 -0.97
C 2.169 -0.192 0.229 -2.18 1.40 -0.83
C 1.064 0.886 -0.105 -0.75 -1.40 0.91
S 0.924 2.511 -0.152 0.05 -0.90 -0.15
H -1.824 -0.024 1.287 -0.02 -0.22 1.91
H -1.236 0.038 -1.571 -0.87 0.41 -0.30
H 0.954 -2.023 0.640 -0.04 0.54 -0.55
H 1.371 -1.783 -1.139 -0.49 0.74 1.31
H 3.005 0.002 -0.357 1.60 -0.23 -1.13
H 2.413 -0.193 1.245 0.40 0.13 1.59
```
Forces are in eV/Å.

***

# C4H7N3S

A cluster of 2 separate species, C4H7N3S in total in a non-equilibrium geometry (ωB97M-V with the def2-TZVPD basis set, OMol25).

Properties
**Gap between HOMO and LUMO**: 0.3421 Eh
**E_HOMO**: -8.7 eV

Geometry as XYZ:
```
15
Properties=species:S:1:pos:R:3:forces:R:3
C 1.365 -1.126 1.558 0.69 -0.22 0.07
C 0.375 0.277 -1.203 0.07 -0.31 -0.37
C -1.065 0.162 -1.675 -0.20 0.20 0.20
C -0.716 0.506 0.837 1.16 -0.78 0.43
N 2.463 -1.128 1.187 0.73 0.29 -0.25
N 0.307 0.981 0.068 -0.08 -0.03 0.37
N 0.101 -1.120 1.785 -2.53 1.08 -0.46
S -2.041 -0.047 -0.133 -0.05 -0.13 -0.22
H 0.822 -0.716 -1.075 -0.03 0.12 -0.01
H 0.984 0.856 -1.898 -0.05 -0.08 -0.03
H -1.405 1.078 -2.159 0.02 -0.08 -0.01
H -1.240 -0.690 -2.323 0.06 -0.03 -0.03
H -0.951 1.034 1.747 0.07 -0.09 0.14
H 1.207 1.040 0.538 -0.08 0.13 0.05
H -0.206 -1.105 2.746 0.22 -0.08 0.13
```
Forces are in eV/Å.